Density functional theory data (the ωB97M-V functional and the def2-TZVPD basis) for a structure of composition C31H21Cl4I2N3O6W.

Calculated values
- Lowest unoccupied orbital energy: -0.29 eV
- Total energy: -117365.461 eV
- Orbital gap: 6.6 eV
- ΔE to the lowest compared entry with this formula, charge and spin: 0.0 kcal per mole

The geometry in ORCA input format:
```
! RIJCOSX wB97M-V def2-TZVPD def2/J DEFGRID3
* xyz 0 1
O -1.247 2.428 -1.924
H 5.100 -0.415 -1.361
H -2.488 0.516 -0.196
C -0.993 -0.097 4.602
C -0.789 -0.952 2.338
C 1.857 -2.386 -1.336
C 0.308 1.549 1.335
H 1.578 -6.112 -2.183
C -2.768 -1.224 0.884
Cl 2.171 3.909 -0.995
O -0.066 -1.379 1.323
C 1.738 2.657 3.027
H 0.092 0.084 -5.744
C 0.483 2.482 2.457
C 4.198 -1.010 -1.368
C -2.141 -0.602 -2.746
H -3.948 -0.646 -1.585
Cl -1.033 -5.121 -1.624
N -0.854 -0.308 -2.558
C -0.573 -0.105 -4.914
C -2.911 -0.985 -1.522
H 1.075 3.708 -3.068
C -0.230 -0.662 3.588
C -0.631 3.120 2.993
O 1.237 0.782 0.941
H -3.995 -0.027 3.032
C -0.495 3.931 4.105
C -0.081 -0.078 -3.625
C 0.578 -2.993 -1.309
C -0.040 2.428 -1.760
C 1.666 -5.060 -1.948
I -3.459 1.103 5.871
C -2.935 -0.191 3.182
H -1.603 2.956 2.546
W -0.061 -0.281 -0.455
H -1.351 4.421 4.547
H -2.909 -2.075 -1.455
Cl 0.941 5.111 6.059
C -2.335 0.163 4.385
C -1.920 -0.370 -5.109
C -2.713 -0.623 -4.007
I 1.779 -1.091 3.917
C 1.885 3.474 4.134
H 2.926 0.669 -0.805
C 0.509 -4.334 -1.623
H -3.859 -1.154 0.915
O 0.699 1.412 -1.425
H -0.530 0.150 5.548
H -3.768 -0.841 -4.111
N 1.842 -1.052 -1.034
C 0.736 3.710 -2.033
H 5.164 -2.833 -1.919
H 2.589 2.139 2.606
H 2.851 3.622 4.595
H -2.342 -0.383 -6.105
C 0.764 4.098 4.662
C 3.029 -3.079 -1.670
O -0.445 -2.230 -1.020
C 2.981 -0.382 -1.051
O -0.804 1.429 0.736
Cl 4.300 -5.383 -2.390
H 0.080 4.558 -1.871
N -2.264 -0.474 -0.301
C -2.174 -0.758 2.178
C 4.235 -2.340 -1.674
C 2.892 -4.455 -1.973
H -2.484 -2.264 0.708
H 0.955 0.148 -3.418
*
```